{"formula": "C9H26ClO10P3", "method": "the ωB97M-V functional and the def2-TZVPD basis", "elements": ["C", "O", "P", "O", "O", "P", "O", "O", "P", "O", "Cl", "H", "H", "H", "H", "H", "H", "C", "O", "C", "C", "O", "C", "H", "H", "H", "H", "H", "H", "H", "H", "H", "H", "C", "O", "C", "C", "O", "C", "H", "H", "H", "H", "H", "H", "H", "H", "H", "H"], "xyz": [[2.1561, 2.1880, 3.5446], [0.7281, 2.2093, 3.3252], [0.1522, 2.0177, 1.8699], [1.0934, 2.2391, 0.7818], [-1.1199, 2.9952, 1.8840], [-1.2236, 4.4621, 2.5780], [-1.8980, 4.5389, 3.8708], [-0.5347, 0.5973, 1.8372], [-2.0290, 0.0218, 2.3424], [-1.5963, -1.5085, 2.5711], [-2.0108, 0.6956, 4.2947], [2.2875, 2.0272, 4.6102], [2.6188, 1.3826, 2.9773], [2.5898, 3.1398, 3.2454], [-1.8363, 5.1369, 1.5188], [0.1180, 4.8692, 2.5601], [-1.0579, -1.6695, 3.3581], [0.4712, -3.0954, -0.2434], [1.1534, -2.1768, -1.0734], [1.7957, -1.1288, -0.3681], [3.2798, -1.3599, -0.2015], [3.5600, -2.4809, 0.6211], [3.8939, -3.6486, -0.1036], [0.1543, -3.9259, -0.8728], [1.1143, -3.4753, 0.5551], [-0.4153, -2.6354, 0.2095], [1.3212, -0.9946, 0.6102], [1.6428, -0.2053, -0.9351], [3.7179, -0.4789, 0.2767], [3.7486, -1.4795, -1.1843], [4.8918, -3.5640, -0.5478], [3.1702, -3.8520, -0.8970], [3.8939, -4.4778, 0.6021], [-0.8770, 1.6439, -2.8502], [-1.0368, 0.4312, -3.5610], [-1.1576, -0.7039, -2.7179], [-2.5952, -1.1459, -2.5595], [-3.3842, -0.1807, -1.8825], [-4.1723, 0.6167, -2.7437], [-0.9761, 2.4557, -3.5696], [-1.6363, 1.7592, -2.0717], [0.1131, 1.7032, -2.3843], [-0.7234, -0.4943, -1.7356], [-0.5795, -1.5173, -3.1628], [-2.6168, -2.0634, -1.9629], [-3.0258, -1.3708, -3.5416], [-5.0065, 0.0404, -3.1598], [-3.5816, 1.0279, -3.5661], [-4.5750, 1.4345, -2.1481]]}

---

{"formula": "C16H19NO", "method": "the ωB97M-V functional and the def2-TZVPD basis", "elements": ["C", "C", "C", "C", "C", "O", "C", "C", "H", "H", "H", "H", "H", "H", "H", "C", "N", "C", "C", "C", "C", "C", "C", "C", "C", "H", "H", "H", "H", "H", "H", "H", "H", "H", "H", "H", "H"], "xyz": [[-5.2370, 0.1531, -2.2182], [-3.7564, 0.1121, -2.1342], [-3.0935, -1.1157, -2.1264], [-1.7298, -1.1827, -2.1151], [-0.9376, 0.0037, -2.1050], [0.2992, -0.0473, -2.1174], [-1.6383, 1.2479, -2.0928], [-3.0029, 1.2868, -2.1063], [-5.6060, 1.1781, -2.2469], [-5.5768, -0.3508, -3.1225], [-5.6893, -0.3468, -1.3626], [-3.6745, -2.0212, -2.1417], [-1.2241, -2.1299, -2.1340], [-1.0622, 2.1538, -2.0892], [-3.5140, 2.2346, -2.1058], [2.9964, -2.2186, -0.7279], [2.8659, -1.2323, 0.3395], [4.1056, -0.8426, 1.0251], [1.6185, -0.9319, 0.8263], [1.3209, 0.1477, 1.6780], [2.1577, 1.2860, 1.7564], [1.8778, 2.3062, 2.6294], [0.7463, 2.2521, 3.4285], [-0.1150, 1.1674, 3.3400], [0.1542, 0.1352, 2.4765], [4.0438, -2.4106, -0.9564], [2.5187, -3.1507, -0.4348], [2.5036, -1.8486, -1.6242], [4.8306, -1.6567, 0.9955], [4.5433, 0.0352, 0.5510], [3.9016, -0.6086, 2.0706], [0.8324, -1.6291, 0.6046], [2.9815, 1.3841, 1.0729], [2.5414, 3.1515, 2.6969], [0.5383, 3.0528, 4.1187], [-1.0062, 1.1415, 3.9440], [-0.5141, -0.7058, 2.4074]]}

---

{"formula": "C5H14", "method": "the ωB97M-V functional and the def2-TZVPD basis", "elements": ["C", "C", "C", "H", "H", "H", "H", "H", "H", "H", "H", "C", "C", "H", "H", "H", "H", "H", "H"], "xyz": [[-0.2937, -0.8058, -0.0587], [0.3097, -1.9412, -0.8767], [-0.4219, -3.2766, -0.8367], [0.7072, -0.2646, 0.2771], [-0.6782, -1.2334, 0.7604], [-0.9387, -0.0571, -0.4838], [0.3057, -1.7653, -1.9481], [1.3333, -2.1053, -0.5464], [-0.7103, -3.5237, 0.1001], [-1.3494, -3.1597, -1.3342], [0.2950, -4.1167, -1.2351], [0.3970, 2.7003, 1.5054], [-0.0347, 2.8152, 0.0062], [-0.0255, 3.4488, 2.2157], [0.1071, 1.6359, 1.8785], [1.4568, 2.9348, 1.6339], [-0.1032, 3.8437, -0.1602], [0.6815, 2.4075, -0.7866], [-1.0378, 2.4631, -0.1109]]}

---

{"formula": "C2BrClO3S", "method": "the ωB97M-V functional and the def2-TZVPD basis", "elements": ["C", "C", "O", "O", "O", "S", "Cl", "Br"], "xyz": [[0.7033, -0.2712, 1.0877], [0.3744, 0.9375, 0.4688], [1.3552, -1.0675, 1.6575], [-0.4024, 1.7896, 0.2722], [-1.7724, -1.6474, 0.0884], [-0.7960, -1.0686, -0.7744], [-1.4602, 0.5155, -1.8697], [1.9980, 0.8120, -0.9305]]}

---

{"formula": "C4H6N2S", "method": "the ωB97M-V functional and the def2-TZVPD basis", "elements": ["S", "C", "N", "C", "N", "C", "C", "H", "H", "H", "H", "H", "H"], "xyz": [[-2.8539, -0.4035, 0.0031], [-1.5469, 0.5304, 0.0018], [-0.2343, 0.0334, -0.0058], [0.6939, 0.9265, -0.0036], [2.0632, 0.6300, 0.0021], [2.4308, -0.6123, -0.7319], [2.4355, -0.5992, 0.7313], [-1.6261, 1.6262, -0.0101], [0.4788, 1.9884, -0.0202], [3.3530, -0.5118, -1.2810], [1.6057, -1.1331, -1.2446], [1.6029, -1.1310, 1.2242], [3.3656, -0.4981, 1.3218]]}

---

{"formula": "C4H12N3Si", "method": "the ωB97M-V functional and the def2-TZVPD basis", "total_charge": 1, "elements": ["C", "Si", "C", "C", "C", "N", "N", "N", "H", "H", "H", "H", "H", "H", "H", "H", "H", "H", "H", "H"], "xyz": [[-0.8439, -1.8583, 0.8535], [0.0875, -0.3230, 0.1227], [1.3966, -0.5894, -1.0599], [0.1447, 1.1429, 1.4001], [-1.4649, 0.1144, -0.9209], [-1.4754, 1.7104, -1.5141], [-0.6290, 2.4451, -1.6794], [0.1750, 3.1837, -2.0920], [-1.8417, -1.6134, 1.2706], [-0.9531, -2.7486, 0.1752], [-0.2863, -2.1796, 1.8759], [1.1103, -1.1200, -2.0614], [1.8089, 0.4786, -1.2290], [2.2064, -1.2405, -0.8156], [-0.4085, 0.8311, 2.2380], [1.1941, 1.2629, 1.6616], [-0.2316, 2.1368, 1.0958], [-1.5061, -0.5155, -1.8039], [-2.4246, 0.1583, -0.2958], [0.1472, 4.1569, -2.0477]]}

---

Relative energy (zero: lowest compared OMol25 entry of this formula, charge and spin)? In order: 0.0; 97.5; 32.6; 38.8; 62.2; 37.3 kcal/mol.